{
  "formula": "C40H29CoN9S2",
  "method": "ωB97M-V with the def2-TZVPD basis set",
  "de_lowest_kcal_mol": 29.51,
  "spin_multiplicity": 2,
  "fmax_ev_per_a": 4.452,
  "e_tot_ev": -114658.38023,
  "charge": -2,
  "orbital_gap_ev": [3.639, 3.670],
  "symbols": ["Co", "C", "C", "C", "C", "C", "N", "C", "C", "C", "C", "C", "C", "C", "N", "C", "C", "C", "N", "C", "C", "N", "C", "C", "C", "N", "H", "H", "H", "H", "H", "H", "H", "H", "H", "H", "H", "H", "H", "H", "H", "H", "H", "H", "C", "C", "C", "C", "C", "C", "N", "N", "C", "C", "C", "C", "C", "C", "H", "H", "H", "H", "H", "H", "H", "H", "H", "S", "C", "C", "C", "C", "N", "C", "C", "C", "S", "C", "N", "H", "H"],
  "xyz": [[-0.39530, -1.42676, -0.21340], [0.35679, 2.08608, -6.33781], [0.08545, 1.61853, -4.93596], [-0.43069, 2.46709, -3.95738], [-0.59493, 2.01986, -2.67155], [-0.20086, 0.72865, -2.24192], [-0.18295, 0.41454, -0.91490], [0.26513, 1.41778, -0.09609], [1.14019, 2.42343, -0.56714], [1.54056, 3.48670, 0.20125], [1.12551, 3.60457, 1.52250], [1.52553, 4.76191, 2.38273], [0.37755, 2.56851, 2.04692], [-0.04400, 1.48835, 1.27872], [-0.69471, 0.44145, 1.94337], [-1.30376, 0.54998, 3.14422], [-1.51049, -0.72081, 3.62038], [-0.98970, -1.55961, 2.63787], [-0.52128, -0.84641, 1.61831], [0.15113, -0.16884, -3.27883], [0.29438, 0.30130, -4.58261], [0.29125, -1.54230, -3.06159], [0.71984, -2.43820, -3.98252], [0.36692, -3.68945, -3.53870], [-0.26911, -3.46949, -2.32064], [-0.27818, -2.17159, -2.02087], [0.78723, 3.08745, -6.32885], [-0.56380, 2.10945, -6.92497], [1.04956, 1.41082, -6.83888], [-0.70228, 3.48208, -4.21615], [-1.00695, 2.68936, -1.92942], [1.53155, 2.33568, -1.57022], [2.22241, 4.21898, -0.21110], [2.01058, 5.53176, 1.78872], [2.22044, 4.43859, 3.15642], [0.65172, 5.18831, 2.87480], [0.14753, 2.58551, 3.10174], [-1.57613, 1.49406, 3.57073], [-1.96550, -0.99761, 4.55028], [-0.92405, -2.62934, 2.65444], [0.56765, -0.38365, -5.37037], [1.25508, -2.16206, -4.86493], [0.54322, -4.62791, -4.02263], [-0.71354, -4.20447, -1.68224], [-5.85483, 0.37847, 0.90053], [-5.81237, -0.92546, 1.38274], [-4.73302, -1.73777, 1.13360], [-3.63022, -1.27723, 0.37163], [-3.69450, 0.04682, -0.11241], [-4.77740, 0.84946, 0.15416], [-2.53579, -2.03107, 0.13163], [-2.58728, -3.29806, 0.51437], [-1.39925, -3.91621, 0.62153], [-1.35522, -5.27837, 0.97731], [-0.14195, -5.90757, 1.15909], [1.04663, -5.21058, 0.99214], [1.01584, -3.86680, 0.62689], [-0.17497, -3.20421, 0.42726], [-6.70564, 1.01747, 1.11127], [-6.64503, -1.30759, 1.96631], [-4.69398, -2.74226, 1.52886], [-2.86106, 0.41680, -0.69143], [-4.79623, 1.86613, -0.22269], [-2.28990, -5.81110, 1.10637], [-0.12256, -6.95447, 1.44359], [1.99860, -5.70300, 1.14924], [1.95232, -3.34145, 0.50909], [2.21871, -1.47708, 2.87137], [2.89546, -0.00783, 2.34150], [3.23083, 0.95238, 3.29766], [3.89841, 2.12494, 2.96583], [4.20108, 3.04594, 3.97414], [4.40947, 3.78111, 4.84040], [4.24465, 2.36264, 1.60852], [3.86885, 1.42997, 0.64416], [3.17456, 0.26374, 0.96572], [2.72436, -0.81440, -0.28642], [4.94510, 3.52085, 1.26206], [5.53484, 4.47366, 0.98392], [2.97444, 0.75756, 4.33167], [4.11805, 1.61231, -0.39335]]
}

{
  "formula": "CH6NS2",
  "method": "ωB97M-V with the def2-TZVPD basis set",
  "smiles": "[NH3+]C(S)S",
  "de_lowest_kcal_mol": 11.54,
  "spin_multiplicity": 1,
  "fmax_ev_per_a": 2.879,
  "e_tot_ev": -24286.91858,
  "charge": 1,
  "orbital_gap_ev": 10.311,
  "symbols": ["C", "N", "S", "S", "H", "H", "H", "H", "H", "H"],
  "xyz": [[0.27323, -0.36252, 0.43577], [-0.01973, 1.05115, -0.20723], [-1.19376, -1.45328, -0.03635], [1.76486, -1.13420, -0.24933], [0.32369, 0.06749, 1.43506], [0.84599, 1.30235, -0.61308], [-0.22681, 1.76254, 0.51031], [-0.78801, 1.12745, -0.92861], [-2.07057, -0.83558, 0.89876], [1.09110, -1.52539, -1.24529]]
}

{
  "formula": "C4H5NO2",
  "method": "ωB97M-V with the def2-TZVPD basis set",
  "smiles": "C#CO/C(C)=N/O",
  "de_lowest_kcal_mol": 129.72,
  "spin_multiplicity": 1,
  "fmax_ev_per_a": 3.180,
  "e_tot_ev": -9808.68973,
  "charge": 0,
  "orbital_gap_ev": 9.794,
  "symbols": ["C", "N", "C", "O", "C", "C", "O", "H", "H", "H", "H", "H"],
  "xyz": [[0.44620, 1.28573, 1.37899], [-0.58556, -0.64589, 0.08985], [0.15050, 0.41918, 0.21153], [-1.17854, -1.13291, 1.24890], [0.42667, -0.51816, -1.70417], [0.26122, -1.00947, -2.81189], [0.88758, 0.55681, -0.90628], [-1.92607, -1.65693, 0.91338], [1.51964, 1.28072, 1.58596], [-0.08670, 0.93923, 2.26523], [0.14869, 2.31076, 1.14446], [-0.06361, -1.82909, -3.41596]]
}

{
  "formula": "C5H10INS",
  "method": "ωB97M-V with the def2-TZVPD basis set",
  "de_lowest_kcal_mol": 61.27,
  "spin_multiplicity": 1,
  "fmax_ev_per_a": 3.276,
  "e_tot_ev": -25768.91824,
  "charge": 0,
  "orbital_gap_ev": 7.675,
  "symbols": ["C", "C", "C", "C", "C", "N", "S", "I", "H", "H", "H", "H", "H", "H", "H", "H", "H", "H"],
  "xyz": [[0.75300, -2.07572, -3.15085], [-1.27991, 1.63617, -0.42452], [0.89270, -1.91996, 1.16998], [0.17547, 1.50291, -0.52029], [0.62969, -0.42356, 0.90487], [0.54658, 0.03366, -0.24472], [-0.70312, -2.09999, -2.39538], [1.22635, -3.33030, -4.66395], [-1.87537, 0.88145, -0.96244], [-1.54039, 1.48217, 0.64661], [-1.67206, 2.68160, -0.80134], [-0.04635, -2.12604, 1.72735], [1.13303, -2.51845, 0.27016], [1.71939, -2.04222, 1.92162], [0.68915, 1.68345, -1.45022], [0.51830, 2.29391, 0.18766], [-0.25003, -1.34389, -1.46920], [0.28597, 0.06845, 1.82793]]
}

{
  "formula": "C7H8N2O2",
  "method": "ωB97M-V with the def2-TZVPD basis set",
  "smiles": "Cc1cc(N)ncc1C(=O)O",
  "de_lowest_kcal_mol": 28.22,
  "spin_multiplicity": 1,
  "fmax_ev_per_a": 4.575,
  "e_tot_ev": -14463.23532,
  "charge": 0,
  "orbital_gap_ev": 8.942,
  "symbols": ["C", "C", "C", "C", "C", "C", "C", "H", "H", "H", "H", "H", "H", "H", "H", "N", "N", "O", "O"],
  "xyz": [[0.80463, 2.28918, 0.33728], [-0.07145, 0.95447, 0.26999], [-1.41920, 1.03000, -0.05869], [-2.12079, -0.16828, -0.10729], [-0.28138, -1.37261, 0.42152], [0.51788, -0.28416, 0.09244], [1.99260, -0.55829, -0.06032], [1.44997, 2.16082, 1.25292], [0.17512, 3.17653, 0.52330], [1.39232, 2.44630, -0.53362], [-1.79343, 1.96507, -0.44578], [-4.02563, 0.81822, -0.16637], [-4.01660, -0.92410, -0.23254], [0.15671, -2.22494, 0.89397], [3.73125, 0.22857, -0.71937], [-3.51575, -0.04246, -0.38413], [-1.67719, -1.41429, 0.11442], [2.82177, 0.52165, -0.47628], [2.52164, -1.62053, -0.03049]]
}